1.
The following is a quantum chemistry calculation of a structure of composition C45H44GeN5O3STi, from the Open Molecules 2025 dataset.

Element x y z (Å)
Ti  -0.17  0.56  -0.01
C  -3.83  1.50  2.24
C  -2.51  1.48  1.55
N  -1.92  0.42  1.11
N  -2.47  -0.82  1.34
C  -1.64  -1.71  0.85
O  -0.56  -1.42  0.22
C  -1.95  -3.15  1.01
C  -0.90  -4.06  0.97
C  -1.15  -5.42  1.09
C  -2.46  -5.87  1.23
C  -3.51  -4.96  1.28
C  -3.25  -3.60  1.17
C  -1.72  2.70  1.36
C  -2.15  3.96  1.78
C  -1.30  5.04  1.61
C  -0.05  4.84  1.04
C  0.31  3.57  0.64
N  -0.51  2.53  0.80
H  -4.20  0.49  2.36
H  -3.74  1.97  3.23
H  -4.56  2.08  1.66
H  0.12  -3.70  0.87
H  -0.33  -6.13  1.08
H  -2.66  -6.94  1.32
H  -4.52  -5.32  1.40
H  -4.06  -2.88  1.22
H  -3.13  4.08  2.22
H  -1.61  6.03  1.92
H  0.64  5.66  0.90
H  1.27  3.35  0.19
O  2.19  -0.40  -2.91
C  1.60  0.56  -2.43
O  1.53  0.80  -1.16
C  0.97  1.58  -3.34
C  1.75  2.08  -4.38
C  1.26  3.03  -5.25
C  -0.05  3.47  -5.10
C  -0.85  2.96  -4.09
C  -0.36  2.00  -3.19
S  -1.50  1.36  -1.99
H  2.76  1.70  -4.48
H  1.89  3.42  -6.05
H  -0.46  4.22  -5.77
H  -1.87  3.30  -3.98
C  -2.30  -3.40  -3.48
C  -1.91  -2.24  -2.53
N  -0.54  -1.84  -2.78
C  0.40  -2.88  -2.39
C  0.01  -4.21  -3.08
N  -1.02  -3.87  -4.13
C  -0.49  -2.79  -5.04
C  -0.37  -1.50  -4.19
H  -2.96  -3.10  -4.28
H  -2.72  -4.26  -2.96
H  -1.99  -2.57  -1.50
H  -2.57  -1.39  -2.67
H  0.38  -2.99  -1.31
H  1.40  -2.55  -2.67
H  -0.46  -4.92  -2.40
H  0.84  -4.69  -3.59
H  -1.21  -4.70  -4.68
H  -1.20  -2.69  -5.87
H  0.46  -3.14  -5.42
H  -1.12  -0.76  -4.46
H  0.61  -1.05  -4.32
C  5.02  3.47  1.58
C  3.96  3.62  2.47
C  3.02  2.60  2.60
C  3.11  1.42  1.86
C  4.18  1.30  0.97
C  5.12  2.31  0.83
Ge  1.63  0.11  1.94
C  1.16  0.05  3.86
C  -0.17  -0.12  4.25
C  -0.54  -0.17  5.60
C  0.43  -0.06  6.58
C  1.77  0.10  6.22
C  2.12  0.16  4.87
C  2.36  -1.71  1.58
C  2.75  -2.06  0.28
C  3.12  -3.37  -0.03
C  3.10  -4.36  0.96
C  2.72  -4.02  2.25
C  2.36  -2.71  2.55
H  5.75  4.26  1.48
H  3.86  4.52  3.07
H  2.20  2.73  3.31
H  4.27  0.40  0.36
H  5.94  2.19  0.14
H  -0.94  -0.22  3.50
H  -1.58  -0.31  5.87
H  0.16  -0.10  7.63
H  2.53  0.19  6.98
H  3.16  0.29  4.60
H  2.75  -1.32  -0.51
H  3.43  -3.61  -1.04
H  3.38  -5.37  0.72
H  2.70  -4.77  3.03
H  2.06  -2.46  3.57

Calculated values
E_HOMO (alpha / beta) in eV: -6.424 / -6.365
LUMO level (alpha / beta) in eV: -0.551 / -0.551
Gap between HOMO and LUMO (alpha / beta) in eV: 5.873 / 5.814
2S+1: 2

---

2.
The following is a quantum chemistry calculation of a structure of composition C45H44P2Pt, from the Open Molecules 2025 dataset.

Element x y z (Å)
Pt  1.15  -0.95  1.31
C  -2.58  0.34  4.59
C  -3.24  0.13  3.46
C  -3.60  1.20  2.46
C  -2.38  1.50  1.55
C  -1.56  2.66  2.04
C  -1.44  3.16  3.27
C  -2.23  2.98  4.52
C  -2.37  1.64  5.32
C  2.58  0.31  0.87
H  -2.35  -0.56  5.18
H  -3.59  -0.87  3.21
H  -3.89  2.10  3.00
H  -4.42  0.86  1.82
H  -1.75  0.58  1.49
H  -2.76  1.68  0.52
H  -0.80  2.93  1.30
H  -0.66  3.95  3.37
H  -3.24  3.41  4.38
H  -1.70  3.60  5.27
H  -1.48  1.46  5.93
H  -3.15  1.83  6.08
H  3.42  -0.10  1.43
H  2.31  1.34  1.19
H  2.76  0.28  -0.23
P  -0.25  -1.32  -3.00
P  0.99  0.92  -2.91
C  -1.41  0.03  -3.39
C  -0.76  1.23  -3.26
C  -0.58  -2.51  -4.40
C  -1.67  -2.42  -5.28
C  -1.89  -3.42  -6.23
C  -1.02  -4.49  -6.36
C  0.11  -4.56  -5.53
C  0.33  -3.58  -4.56
C  -0.96  -2.09  -1.54
C  -0.18  -2.24  -0.37
C  -0.64  -3.09  0.62
C  -1.92  -3.67  0.55
C  -2.74  -3.45  -0.57
C  -2.25  -2.66  -1.62
C  1.74  1.10  -4.63
C  1.51  0.09  -5.59
C  2.16  0.11  -6.83
C  3.03  1.15  -7.14
C  3.23  2.18  -6.23
C  2.58  2.16  -4.98
C  1.53  2.45  -2.06
C  2.83  2.43  -1.52
C  3.27  3.47  -0.70
C  2.45  4.57  -0.46
C  1.19  4.64  -1.07
C  0.73  3.59  -1.87
H  -2.46  -0.12  -3.68
H  -1.21  2.21  -3.34
H  -2.35  -1.57  -5.23
H  -2.77  -3.35  -6.89
H  -1.20  -5.28  -7.09
H  0.82  -5.38  -5.64
H  1.21  -3.64  -3.92
H  0.85  -1.74  -0.31
H  0.02  -3.28  1.47
H  -2.27  -4.29  1.37
H  -3.74  -3.90  -0.62
H  -2.88  -2.50  -2.51
H  0.84  -0.74  -5.37
H  2.00  -0.71  -7.53
H  3.57  1.14  -8.09
H  3.92  2.99  -6.46
H  2.76  2.98  -4.29
H  3.47  1.56  -1.70
H  4.26  3.38  -0.23
H  2.79  5.36  0.21
H  0.56  5.52  -0.91
H  -0.26  3.65  -2.33
C  0.90  -3.13  6.63
C  0.62  -3.54  5.31
C  0.60  -2.63  4.26
C  0.93  -1.28  4.45
C  1.11  -0.34  3.37
C  1.26  1.00  3.71
C  1.36  1.41  5.07
C  1.32  0.52  6.11
C  1.10  -0.85  5.83
C  1.11  -1.79  6.89
H  0.94  -3.86  7.44
H  0.41  -4.58  5.10
H  0.34  -2.94  3.25
H  1.33  1.76  2.94
H  1.52  2.46  5.29
H  1.47  0.84  7.15
H  1.31  -1.42  7.89

Calculated values
E_HOMO (alpha / beta) in eV: -11.950 / -13.080
LUMO level (alpha / beta) in eV: -5.291 / -8.440
Gap between HOMO and LUMO (alpha / beta) in eV: 6.659 / 4.640
2S+1: 5
Charge: +2

---

Which value of 2S+1 does entry 2 give? 5